Run a
Below is a 7-piece molecular cluster, C3H19NO8 overall, with properties calculated with ωB97M-V/def2-TZVPD.

charge	0
SMILES	CCNC(=O)O.O.O.O.O.O.O
orbital gap	0.358	Eh

Geometry as XYZ:
```
31
C3H19NO8 (ωB97M-V/def2-TZVPD)
C -1.38 -2.22 1.25
N -0.25 -2.20 0.29
C 1.05 -2.10 0.63
O 1.65 -1.56 -0.49
O 1.59 -2.48 1.65
C -2.29 -0.95 1.33
H -0.85 -2.29 2.29
H -2.05 -3.06 0.98
H -0.48 -2.23 -0.72
H 2.37 -2.06 -0.90
H -3.13 -1.28 1.94
H -1.67 -0.20 1.79
H -2.76 -0.55 0.42
H -3.14 1.29 -1.62
H -1.61 1.47 -1.91
O -2.29 0.86 -1.61
H 0.05 3.24 2.23
H 1.16 3.05 1.28
O 0.32 3.51 1.33
H -0.39 -0.84 -2.67
H -1.67 -0.89 -1.84
O -1.05 -1.46 -2.34
H 0.47 2.03 -0.83
H -0.68 3.14 -0.41
O -0.30 2.56 -1.07
H 2.89 1.56 -0.61
H 2.03 0.74 -1.68
O 2.43 1.58 -1.47
H 3.88 0.39 0.35
H 2.84 0.11 1.47
O 3.24 0.83 0.92
```

Run b
Below is a 7-piece molecular cluster, C3H19NO8 overall, with properties calculated with ωB97M-V/def2-TZVPD.

charge	0
SMILES	NC(=O)CCO.O.O.O.O.O.O
orbital gap	0.354	Eh

Geometry as XYZ:
```
31
C3H19NO8 (ωB97M-V/def2-TZVPD)
C 1.53 -0.68 -2.22
C 0.40 -1.60 -1.73
O 0.87 -2.38 -0.61
C 2.20 0.08 -1.08
N 1.53 1.10 -0.47
O 3.31 -0.22 -0.68
H 1.20 0.08 -2.93
H 2.27 -1.45 -2.47
H -0.39 -0.95 -1.26
H 0.05 -2.32 -2.44
H 1.49 -3.06 -0.90
H 1.98 1.52 0.35
H 0.60 1.32 -0.73
H -0.83 -2.54 2.21
H -1.81 -1.51 2.78
O -1.71 -2.44 2.59
H -3.80 -0.30 0.76
H -3.64 0.89 1.77
O -3.87 0.64 0.86
H -1.92 0.70 3.83
H -1.48 1.10 2.33
O -2.09 0.63 2.88
H 3.48 -0.46 1.48
H 2.32 -1.41 1.39
O 2.85 -0.94 2.03
H -1.58 1.30 -3.27
H -1.63 2.24 -2.07
O -1.06 1.59 -2.52
H -2.74 3.47 -0.21
H -1.38 3.42 0.46
O -1.79 3.60 -0.39
```

run b is the most stable structure; the next one sits 0.0053 hartree above it.

Run a
Below is one molecule with the formula C5H12NS, with properties calculated with ωB97M-V/def2-TZVPD.

2S+1	2
charge	0
orbital gap (alpha / beta)	0.353 / 0.243	Eh

Geometry as XYZ:
```
19
C5H12NS (ωB97M-V/def2-TZVPD)
C -1.92 -1.07 -0.93
N -1.25 -0.16 -0.07
C 0.15 0.01 -0.14
C 0.72 1.19 0.68
S 2.48 1.56 0.47
C 0.96 -1.30 0.00
C -3.33 -1.38 -0.40
H -1.43 -2.02 -1.10
H -2.07 -0.72 -1.99
H -1.85 0.61 0.17
H 0.50 0.36 -1.15
H 0.70 0.93 1.75
H 0.09 2.07 0.54
H 0.73 -1.71 0.98
H 0.80 -1.92 -0.87
H 2.02 -1.04 0.05
H -3.24 -1.91 0.55
H -3.80 -2.09 -1.09
H -3.94 -0.48 -0.28
```

Run b
Below is a 2-piece molecular cluster, C5H12NS overall, with properties calculated with ωB97M-V/def2-TZVPD.

2S+1	2
charge	0
orbital gap (alpha / beta)	0.289 / 0.282	Eh

Geometry as XYZ:
```
19
C5H12NS (ωB97M-V/def2-TZVPD)
C 0.98 -1.17 0.73
C 0.16 -1.84 -0.34
S -0.52 -3.39 0.00
C 1.17 0.34 0.55
N -0.09 1.04 0.81
C -1.86 -0.46 -1.17
C 0.21 2.45 0.68
H 1.94 -1.69 0.61
H 0.51 -1.55 1.66
H -2.72 -0.28 -0.51
H 0.55 -1.73 -1.37
H 1.65 0.41 -0.46
H 1.92 0.79 1.23
H -0.96 -0.82 -0.55
H -2.29 -1.16 -1.90
H -1.58 0.44 -1.73
H 0.49 2.69 -0.37
H -0.64 3.11 0.86
H 1.06 2.81 1.29
```

run a is the most stable structure; the next one sits 0.0925 hartree above it.

Run a
Below is an isolated ion of composition C2H6N2O3P and charge -1, with properties calculated with ωB97M-V/def2-TZVPD.

charge	-1
SMILES	NP(O)NCC(=O)[O-]
orbital gap	0.280	Eh

Geometry as XYZ:
```
14
C2H6N2O3P (ωB97M-V/def2-TZVPD)
N -2.22 0.31 0.14
P -0.76 -0.14 -0.69
O -1.22 -1.33 -1.79
N 0.13 -0.97 0.50
C 1.55 -0.50 0.42
C 1.60 1.02 0.67
O 0.97 1.46 1.66
O 2.22 1.70 -0.15
H -1.98 1.21 0.55
H -2.88 0.52 -0.60
H -1.21 -0.86 -2.62
H -0.23 -0.71 1.41
H 1.86 -0.65 -0.61
H 2.17 -1.06 1.12
```

Run b
Below is an isolated ion of composition C2H6N2O3P and charge -1, with properties calculated with ωB97M-V/def2-TZVPD.

charge	-1
SMILES	N=P(O)(O)[N-]CC=O
orbital gap	0.243	Eh

Geometry as XYZ:
```
14
C2H6N2O3P (ωB97M-V/def2-TZVPD)
N 0.09 -2.04 -0.71
P -0.87 -0.92 0.03
O -2.16 -1.78 0.82
O -1.51 0.07 -1.25
N 0.08 -0.07 1.27
C 0.57 1.29 0.82
C 2.19 1.25 0.41
O 2.70 2.44 0.02
H 0.12 -1.87 -1.74
H -2.86 -2.00 0.13
H -1.65 -0.44 -2.10
H -0.08 1.83 0.02
H 0.54 1.98 1.79
H 2.82 0.26 0.47
```

run a is the most stable structure; the next one sits 0.1222 hartree above it.

Run a
Below is one molecule with the formula C4H5NS2, with properties calculated with ωB97M-V/def2-TZVPD.

charge	0
SMILES	S=C/C=C\NC=S
orbital gap	0.279	Eh

Geometry as XYZ:
```
12
C4H5NS2 (ωB97M-V/def2-TZVPD)
C 1.85 0.60 0.03
C -0.36 1.52 -0.01
C -1.74 1.41 0.02
C -2.46 0.17 0.01
H 2.12 1.64 0.15
H 0.10 -0.47 -0.06
H 0.09 2.53 -0.02
H -2.36 2.31 -0.05
H -3.53 0.32 0.07
N 0.51 0.46 -0.07
S 2.95 -0.59 0.00
S -1.94 -1.39 0.00
```

Run b
Below is one molecule with the formula C4H5NS2, with properties calculated with ωB97M-V/def2-TZVPD.

charge	0
orbital gap	0.300	Eh

Geometry as XYZ:
```
12
C4H5NS2 (ωB97M-V/def2-TZVPD)
C 1.35 0.79 -0.74
C -0.57 -0.61 0.44
C 1.54 1.90 -1.40
C -1.81 -1.17 1.06
N -0.53 0.48 -0.13
S 2.30 -0.51 -0.17
S 0.83 -1.72 0.65
H 2.51 2.18 -1.79
H 0.72 2.56 -1.58
H -1.96 -2.21 0.78
H -2.66 -0.57 0.74
H -1.72 -1.11 2.14
```

run a is the most stable structure; the next one sits 0.0584 hartree above it.